(1)
8
Properties=species:S:1:pos:R:3 method="wB97M-V/def2-TZVPD" e_above_lowest_kcal_mol=147.42 orbital_gap_ev="9.76 / 9.92" lumo_energy_ev="-7.73 / -7.57" total_charge=+1
C 1.853 0.125 -0.090
O -2.846 -0.462 -0.892
O 0.655 0.079 -0.311
O -1.663 -0.045 0.843
O -2.795 0.064 0.172
H 2.428 0.088 0.893
H 2.568 0.162 -1.053
H -0.199 -0.012 0.438


(2)
151
Properties=species:S:1:pos:R:3 method="wB97M-V/def2-TZVPD" orbital_gap_ev=5.52 lumo_energy_ev=-7.05 total_charge=+3
C 1.192 0.912 -0.607
F 2.115 1.585 -1.266
F 1.520 1.105 0.712
F -0.011 1.409 -0.776
S 1.367 -0.925 -0.868
O 0.535 -1.273 -1.968
O 2.777 -1.103 -0.964
N 0.814 -1.593 0.538
S -0.609 -2.265 0.396
O -1.551 -1.314 -0.142
O -0.688 -3.577 -0.211
C -0.933 -2.642 2.228
F -0.813 -1.514 2.915
F -2.164 -3.095 2.319
F -0.028 -3.517 2.677
C -3.701 6.254 -2.015
C -2.516 5.412 -1.701
O -2.408 4.660 -0.795
N -1.533 5.299 -2.848
H -1.791 4.542 -3.517
H -1.456 6.100 -3.481
C -0.149 4.987 -2.305
H -4.325 6.308 -1.125
H -4.298 5.815 -2.818
H -3.467 7.278 -2.309
H -0.091 3.988 -1.897
H 0.133 5.837 -1.696
H 0.484 4.969 -3.191
C -2.245 -5.498 -5.744
C -1.848 -4.794 -4.485
O -1.286 -3.766 -4.424
N -2.229 -5.492 -3.190
H -2.823 -6.314 -3.322
H -1.333 -5.853 -2.842
C -2.907 -4.587 -2.207
H -1.788 -6.490 -5.728
H -2.133 -4.892 -6.633
H -3.328 -5.680 -5.686
H -2.347 -3.662 -2.106
H -3.064 -5.049 -1.240
H -3.866 -4.325 -2.652
C 1.851 -5.702 0.619
C 2.413 -5.153 1.873
O 2.763 -4.051 2.099
N 2.479 -6.147 3.041
H 2.062 -7.043 2.773
H 3.426 -6.397 3.342
C 1.701 -5.675 4.283
H 0.883 -6.171 0.816
H 2.534 -6.460 0.223
H 1.698 -4.917 -0.115
H 0.653 -5.586 4.011
H 2.037 -4.697 4.605
H 1.893 -6.500 4.961
C 2.380 -0.120 4.717
C 2.902 0.198 3.359
O 3.256 1.254 2.956
N 2.863 -0.929 2.337
H 2.750 -1.761 2.920
H 2.020 -0.871 1.726
C 4.219 -1.133 1.687
H 3.227 -0.109 5.408
H 1.886 -1.089 4.768
H 1.704 0.670 5.034
H 4.361 -0.245 1.078
H 4.043 -1.939 0.982
H 4.969 -1.302 2.448
C -3.080 1.467 -0.885
C -4.353 1.964 -1.485
O -5.140 2.678 -0.971
N -4.553 1.648 -2.944
H -5.317 2.264 -3.246
H -3.780 1.983 -3.551
C -4.844 0.224 -3.252
H -3.082 0.469 -0.453
H -2.939 2.183 -0.072
H -2.195 1.585 -1.508
H -5.669 -0.181 -2.676
H -3.916 -0.281 -2.983
H -4.984 0.108 -4.321
C -4.635 -2.328 4.323
C -5.390 -1.382 5.195
O -6.353 -0.790 4.830
N -4.880 -1.158 6.564
H -5.460 -1.589 7.286
H -3.963 -1.685 6.677
C -4.480 0.262 6.853
H -4.336 -3.250 4.817
H -3.743 -1.865 3.895
H -5.280 -2.490 3.463
H -4.344 0.799 5.921
H -3.660 0.310 7.556
H -5.363 0.719 7.303
C 4.862 3.039 0.471
C 6.009 2.582 -0.388
O 6.506 1.504 -0.336
N 6.746 3.709 -1.008
H 6.077 4.499 -1.252
H 7.334 4.108 -0.272
C 7.490 3.303 -2.269
H 4.115 2.245 0.445
H 4.386 3.899 -0.001
H 5.205 3.162 1.495
H 7.070 2.366 -2.603
H 8.494 3.054 -1.925
H 7.487 4.177 -2.905
C 4.144 4.904 -2.569
O 4.683 3.662 -3.123
O 5.079 5.572 -1.956
C 3.317 5.733 -3.551
F 4.094 6.366 -4.438
F 2.446 5.005 -4.292
F 2.606 6.685 -2.923
C 3.835 2.732 -3.761
C 4.546 1.397 -3.840
H 4.703 0.949 -2.851
H 3.973 0.690 -4.447
H 5.507 1.427 -4.355
H 3.719 2.997 -4.818
H 2.832 2.635 -3.345
H 3.418 4.535 -1.791
C -1.736 2.063 -5.227
O -2.573 0.855 -5.253
O -2.473 3.029 -4.763
C -0.355 1.882 -4.556
F -0.482 2.023 -3.187
F 0.267 0.722 -4.726
F 0.447 2.886 -4.901
C -2.030 -0.419 -5.549
C -3.099 -1.319 -6.141
H -3.710 -0.733 -6.825
H -2.632 -2.195 -6.587
H -3.787 -1.675 -5.364
H -1.513 -0.840 -4.678
H -1.228 -0.346 -6.294
H -1.447 2.207 -6.291
C -1.479 -2.107 7.307
O -1.574 -0.629 7.255
O -2.563 -2.639 6.776
C -0.091 -2.692 6.919
F 0.171 -3.744 7.699
F -0.071 -3.152 5.633
F 0.957 -1.868 7.076
C -0.838 0.093 6.288
C -1.182 1.558 6.167
H -2.127 1.730 5.651
H -1.228 2.062 7.132
H -0.396 1.994 5.546
H -1.035 -0.404 5.318
H 0.224 -0.052 6.477
H -1.543 -2.256 8.399


(3)
22
Properties=species:S:1:pos:R:3 method="wB97M-V/def2-TZVPD" e_above_lowest_kcal_mol=71.68 orbital_gap_ev=9.16 lumo_energy_ev=0.90 smiles=CNC[C@H](CO)NC
C 1.292 0.743 -2.142
N 1.137 -0.256 -1.094
C -0.089 -0.053 -0.323
C -1.275 -0.965 -0.858
O -2.018 -0.408 -1.925
C 0.067 -0.302 1.135
N 0.515 0.870 1.924
C 0.359 0.594 3.399
H 0.433 1.239 -2.605
H 1.908 0.379 -2.970
H 1.793 1.605 -1.647
H 1.401 -1.200 -1.307
H -0.596 0.877 -0.596
H -0.875 -1.931 -1.164
H -1.952 -1.075 -0.009
H -2.142 -1.030 -2.651
H -0.830 -0.719 1.593
H 0.734 -1.159 1.297
H 1.517 0.922 1.788
H -0.623 0.989 3.656
H 1.212 1.099 3.842
H 0.263 -0.465 3.630


(4)
16
Properties=species:S:1:pos:R:3 method="wB97M-V/def2-TZVPD" e_above_lowest_kcal_mol=47.99 orbital_gap_ev=7.94 lumo_energy_ev=0.52 smiles="N/C=C/N.O.O"
C -0.875 0.339 1.530
C -0.684 1.174 0.543
N -0.978 0.774 -0.722
N -0.588 0.445 2.945
H -1.471 -0.516 1.281
H -0.663 2.302 0.619
H -1.582 -0.020 -0.990
H -0.127 1.133 -1.327
H 0.323 0.822 3.190
H -0.820 -0.475 3.308
H 0.311 -1.118 -3.643
H 1.242 -0.559 -2.563
O 1.061 -0.548 -3.534
H 1.756 -1.934 -0.489
H 1.319 -0.874 0.358
O 1.778 -0.946 -0.505